{"formula": "C5H12NS", "method": "ωB97M-V with the def2-TZVPD basis set", "total_charge": 1, "spin_multiplicity": 1, "de_lowest_kj_mol": 190.2, "symbols": ["C", "C", "C", "C", "C", "N", "S", "H", "H", "H", "H", "H", "H", "H", "H", "H", "H", "H", "H"], "xyz": [[-2.93287, 0.93000, 0.53178], [-2.37804, 0.01777, -0.42852], [1.97441, -0.24687, -0.06915], [3.02176, -1.23655, 0.05895], [2.27036, 1.20132, -0.19142], [-2.71610, -1.23439, -0.23262], [0.42322, -0.74528, 0.06297], [-2.09789, 1.61852, 0.94478], [-3.46527, 0.43922, 1.38511], [-1.77712, 0.48694, -1.22527], [3.42451, -1.26581, -0.97151], [2.55626, -2.13236, 0.27538], [3.79567, -0.79975, 0.71207], [2.80148, 1.23571, -1.04289], [2.94477, 1.43940, 0.58526], [1.44599, 1.83845, -0.24442], [-3.22674, -1.31403, 0.67899], [-2.48408, -2.01533, -0.84905], [-3.58031, 1.78302, 0.01957]], "forces_ev_per_a": [[-0.13, 3.91, 1.26], [-0.30, -0.76, -0.05], [-2.51, 0.81, 1.02], [1.60, 2.31, -1.43], [-0.42, -1.97, 1.66], [0.15, 1.45, 0.18], [-0.36, -0.08, -0.16], [-1.08, -1.29, -0.45], [0.31, 0.62, -0.79], [-0.43, -1.20, 0.01], [0.38, -0.33, 0.36], [-0.13, -2.03, 0.86], [-0.08, -0.85, -0.07], [2.14, 0.75, -3.31], [0.73, 0.64, 1.02], [-1.31, 0.78, 0.11], [0.51, -0.95, -1.49], [-0.01, 0.25, 0.48], [0.94, -2.04, 0.82]], "mulliken_charge": [-0.956, 0.222, 0.724, -1.197, -1.258, -0.290, -0.346, 0.248, 0.359, 0.453, 0.329, 0.427, 0.329, 0.409, 0.369, 0.355, 0.233, 0.275, 0.317]}